ORCA calculation (the ωB97M-V functional and the def2-TZVPD basis) on a molecular structure, C10H20N2O6Ti at a distorted geometry.

ORCA input file:
```
! RIJCOSX wB97M-V def2-TZVPD def2/J DEFGRID3
* xyz 0 5
Ti 30.638 0.454 -17.982
C 30.265 1.322 -20.557
O 30.001 1.757 -21.654
O 29.334 0.925 -19.849
O 31.388 1.279 -20.104
C 27.077 3.141 -16.299
C 28.595 2.946 -16.240
O 29.098 1.847 -16.428
C 29.458 4.208 -15.864
H 26.711 2.189 -16.684
H 26.779 3.940 -16.979
H 26.664 3.391 -15.321
H 29.521 4.779 -16.790
H 30.515 3.977 -15.731
H 29.041 4.799 -15.049
C 30.784 -3.156 -15.141
C 30.992 -2.568 -16.497
O 30.371 -1.558 -16.859
N 31.618 -3.322 -17.394
C 31.833 -2.976 -18.807
H 31.099 -2.441 -14.381
H 31.402 -4.041 -14.988
H 29.743 -3.337 -14.876
H 31.612 -4.303 -17.150
H 32.869 -2.834 -19.112
H 31.455 -2.003 -19.121
H 31.483 -3.756 -19.483
C 34.756 -0.770 -16.737
C 33.611 -0.121 -17.544
O 32.721 0.500 -17.027
N 33.674 -0.290 -18.897
C 34.734 -0.922 -19.741
H 34.239 -1.618 -16.289
H 35.098 -0.068 -15.976
H 35.638 -1.045 -17.315
H 32.937 0.178 -19.405
H 35.048 -1.935 -19.488
H 35.592 -0.253 -19.811
H 34.341 -0.958 -20.757
*
```

Results
HOMO (spin up / spin down) in eV: -3.856 / -9.655
Kohn-Sham gap (spin up / spin down) in eV: 4.3645 / 8.1942
<S²>: 6.01

Mulliken population analysis, charges in e, atoms 1 to 5: number 1, Ti, carries 0.431; number 2, C, carries 1.059; number 3, O, carries -0.445; number 4, O, carries -0.589; number 5, O, carries -0.796

=====

ORCA calculation (the ωB97M-V functional and the def2-TZVPD basis) on a gas-phase ion, C10H20N3O2 (charge -1) at a distorted geometry.

ORCA input file:
```
! RIJCOSX wB97M-V def2-TZVPD def2/J DEFGRID3
* xyz -1 1
C 2.623 0.657 -0.630
C 3.551 1.156 -1.659
C 3.273 0.141 0.682
C -4.004 -2.277 -0.012
C 0.705 2.606 1.352
C -2.771 -1.854 -0.915
C -1.867 -1.103 0.042
C -0.758 -0.503 -0.832
C -0.403 1.764 0.704
C 0.286 0.382 -0.054
N -1.228 2.532 -0.172
N 1.380 0.790 -0.818
N -2.508 2.437 -0.064
O -3.173 1.747 0.793
O -3.106 3.135 -0.916
H 4.247 2.039 -1.229
H 4.093 0.407 -2.005
H 2.813 1.616 -2.502
H 3.835 0.827 1.294
H 4.032 -0.515 0.494
H 2.732 -0.441 1.434
H -4.779 -1.518 0.105
H -4.581 -3.111 -0.474
H -3.570 -2.456 1.083
H 0.905 3.403 0.824
H 1.569 1.999 1.507
H 0.463 2.941 2.349
H -2.364 -2.675 -1.414
H -3.002 -1.294 -1.795
H -2.292 -0.244 0.445
H -1.329 -1.682 0.711
H -1.049 0.197 -1.560
H -0.255 -1.295 -1.229
H -1.076 1.160 1.518
H 0.730 -0.026 0.907
*
```

Results
Structure (SMILES): CCCC[C@@H](N=C(C)C)[C@@H](C)N=[N+]([O-])[O-]
Energy above the lowest of the compared OMol25 structures with the same formula, charge and spin in kJ/mol: 106.7
HOMO in eV: -3.952
Kohn-Sham gap in eV: 6.9489

Mulliken population analysis, charges in e, atoms 1 to 5: number 1, C, carries 1.028; number 2, C, carries -1.160; number 3, C, carries -1.702; number 4, C, carries -1.028; number 5, C, carries -1.613

=====

ORCA calculation (the ωB97M-V functional and the def2-TZVPD basis) on a gas-phase ion, C10H20N4S (charge +2) at a distorted geometry.

ORCA input file:
```
! RIJCOSX wB97M-V def2-TZVPD def2/J DEFGRID3
* xyz 2 1
C 1.784 1.137 -1.311
C 1.115 0.115 -1.835
C -1.127 -3.400 -2.268
C 1.090 2.157 -0.404
C -0.990 1.054 -0.728
C -0.374 -0.072 -1.622
C -0.734 -1.676 -0.929
C 0.800 -2.339 2.531
C -0.978 3.403 0.013
C -0.040 -1.457 1.659
N -0.220 -2.633 -1.790
N -2.133 -1.881 -0.709
N -0.337 2.394 -0.754
N 0.340 -1.873 0.249
S -2.639 -3.400 -1.404
H 2.820 1.247 -1.347
H 1.591 -0.754 -2.466
H -0.896 -4.153 -3.027
H 1.064 1.652 0.481
H 1.605 3.009 -0.369
H -2.026 1.257 -0.924
H -0.972 0.589 0.328
H -0.924 -0.174 -2.597
H 0.839 -3.419 2.292
H 1.866 -1.963 2.533
H 0.468 -2.350 3.524
H -1.312 3.095 0.953
H -0.470 4.244 0.391
H -1.862 3.756 -0.435
H 0.193 -0.434 1.724
H -0.946 -1.784 1.916
H -2.675 -1.596 0.100
H -0.335 2.800 -1.836
H 0.505 -2.816 0.439
H 1.167 -1.282 -0.076
*
```

Results
Structure (SMILES): CC[NH2+][C@@]1([C@@H]2C=CC[N@H+](C)C2)N=CSN1
Energy above the lowest of the compared OMol25 structures with the same formula, charge and spin in kJ/mol: 242.5
HOMO in eV: -15.258
Kohn-Sham gap in eV: 9.1228

Mulliken population analysis, charges in e, atoms 1 to 5: number 1, C, carries -0.228; number 2, C, carries -0.936; number 3, C, carries -0.027; number 4, C, carries -1.078; number 5, C, carries -1.100

=====

ORCA calculation (the ωB97M-V functional and the def2-TZVPD basis) on a single C10H20N6O4 molecule at a distorted geometry.

ORCA input file:
```
! RIJCOSX wB97M-V def2-TZVPD def2/J DEFGRID3
* xyz 0 1
C -2.750 -1.566 0.803
C -1.816 -0.405 1.228
C -1.769 -2.736 0.339
C -0.957 -2.268 -0.846
C -0.977 1.821 0.609
C -1.621 2.942 -0.257
C 0.552 1.854 0.789
C 1.260 1.555 -0.503
C 2.725 1.585 -0.435
C 3.125 -0.712 0.238
H -4.580 -0.860 -0.252
H -3.626 -1.936 -1.141
H -3.276 -1.966 1.666
H -2.429 -3.504 0.112
H -1.084 -3.076 1.201
H 0.825 -1.601 -1.482
H 0.749 -1.792 0.309
H -1.976 0.384 -0.615
H -1.335 2.027 1.620
H 0.785 1.157 1.544
H 0.974 2.804 1.139
H 0.791 2.129 -1.327
H 0.960 0.480 -0.726
H 3.020 2.538 0.093
H 3.245 1.537 -1.367
H 3.634 0.886 1.364
H 3.081 -1.212 1.999
H 3.246 -2.125 -1.044
H 3.406 -0.612 -1.874
H -2.188 3.448 -1.819
N -3.638 -1.263 -0.353
N 0.375 -1.925 -0.607
N -1.607 0.547 0.273
N 3.355 0.575 0.433
N 2.948 -1.661 1.077
N 2.965 -1.166 -1.108
O -1.273 -0.460 2.248
O -1.563 -2.139 -1.946
O -1.962 3.988 0.230
O -1.593 2.725 -1.614
*
```

Results
Structure (SMILES): [H]/N=C(/N)NCCC[C@H](NC(=O)[C@@H](N)CC(N)=O)C(=O)O
Energy above the lowest of the compared OMol25 structures with the same formula, charge and spin in kJ/mol: 204.4
HOMO in eV: -8.889
Kohn-Sham gap in eV: 9.4023

Mulliken population analysis, charges in e, atoms 1 to 5: number 1, C, carries 0.311; number 2, C, carries -0.276; number 3, C, carries -0.975; number 4, C, carries 0.453; number 5, C, carries -0.020

=====

ORCA calculation (the ωB97M-V functional and the def2-TZVPD basis) on a molecular structure, C10H20NOPZn at a distorted geometry.

ORCA input file:
```
! RIJCOSX wB97M-V def2-TZVPD def2/J DEFGRID3
* xyz 0 1
Zn -0.736 1.341 0.248
H 1.328 -3.179 0.806
H 1.219 -3.282 0.075
P 0.281 0.281 -2.757
C -1.368 -0.234 -3.246
H -1.457 -0.213 -4.344
H -1.580 -1.254 -2.898
H -2.124 0.439 -2.821
C 0.665 1.901 -3.425
H 1.635 2.226 -3.025
H 0.711 1.851 -4.521
H -0.094 2.628 -3.110
C 1.490 -0.966 -3.188
H 1.152 -1.944 -2.817
H 1.648 -0.992 -4.273
H 2.424 -0.703 -2.673
C -1.859 -0.475 -0.150
O -2.458 -1.456 -0.217
H 0.408 0.342 -1.340
H -1.013 2.409 -0.862
C -0.709 0.995 6.396
C -0.655 0.842 4.905
C 0.560 0.667 4.235
C 0.586 0.694 2.841
N -0.543 0.934 2.128
C -1.744 0.972 2.761
C -1.816 0.959 4.144
H -0.321 0.116 6.923
H -0.124 1.862 6.732
H -1.747 1.146 6.707
H 1.489 0.511 4.781
H 1.510 0.546 2.275
H -2.637 1.016 2.135
H -2.792 1.059 4.613
*
```

Results
HOMO (spin up / spin down) in eV: -4.639 / -3.416
Kohn-Sham gap (spin up / spin down) in eV: 4.5703 / 3.2994

Mulliken population analysis, charges in e, atoms 1 to 5: number 1, Zn, carries -0.345; number 2, H, carries 0.114; number 3, H, carries -0.119; number 4, P, carries 0.749; number 5, C, carries -1.060

=====

ORCA calculation (the ωB97M-V functional and the def2-TZVPD basis) on a molecular structure, C10H20NOS at a distorted geometry.

ORCA input file:
```
! RIJCOSX wB97M-V def2-TZVPD def2/J DEFGRID3
* xyz 1 3
C -0.717 1.002 -0.365
C 0.722 2.916 -0.156
C -3.048 -0.985 -1.055
C -4.184 0.101 0.975
C 2.476 -2.041 0.274
C 2.876 -0.209 -1.407
C 3.840 -0.016 1.019
C -2.132 1.068 0.149
C -2.885 -0.269 0.272
C 2.752 -0.538 0.083
N -0.119 2.206 -0.576
O 0.050 0.101 0.497
S 1.488 0.361 1.093
H -0.892 0.599 -1.399
H 1.439 3.687 -0.287
H -2.094 -1.556 -1.252
H -3.840 -1.795 -0.950
H -3.343 -0.389 -1.901
H -4.584 0.892 0.340
H -4.814 -0.844 1.058
H -4.002 0.336 2.032
H 1.757 -2.458 -0.581
H 3.267 -2.709 0.342
H 1.991 -2.088 1.347
H 2.372 -0.966 -1.925
H 3.907 -0.227 -1.592
H 2.424 0.829 -1.711
H 3.971 -0.516 1.920
H 4.844 -0.098 0.657
H 3.598 1.017 1.288
H -2.701 1.975 -0.288
H -2.126 1.524 1.231
H -2.294 -0.908 0.866
*
```

Results
HOMO (spin up / spin down) in eV: -10.357 / -14.171
Kohn-Sham gap (spin up / spin down) in eV: 7.5086 / 6.6367
<S²>: 2.01

Mulliken population analysis, charges in e, atoms 1 to 5: number 1, C, carries 0.438; number 2, C, carries -0.266; number 3, C, carries -1.379; number 4, C, carries -1.430; number 5, C, carries -1.380

=====

ORCA calculation (the ωB97M-V functional and the def2-TZVPD basis) on a molecular structure, C10H20OP at a distorted geometry.

ORCA input file:
```
! RIJCOSX wB97M-V def2-TZVPD def2/J DEFGRID3
* xyz 1 1
C 0.079 1.422 0.654
C -3.347 -0.386 0.724
C -2.878 0.694 -0.352
C -2.007 -0.668 1.364
C 2.943 -1.798 0.708
C 0.935 2.204 -1.356
C -1.014 -1.356 -1.637
C 2.298 -0.460 1.146
C 1.888 0.127 -0.214
C 1.358 1.579 -0.030
O -0.498 1.871 1.589
P -1.209 -0.167 -0.243
H -4.145 -0.037 1.267
H -3.580 -1.388 0.243
H -3.310 0.769 -1.369
H -2.964 1.803 0.102
H -1.779 0.016 2.075
H -1.760 -1.726 1.730
H 2.352 -2.411 0.070
H 3.029 -2.411 1.621
H 3.851 -1.721 0.294
H 0.089 1.792 -1.822
H 1.777 2.014 -1.988
H 0.629 3.324 -1.101
H -1.948 -1.698 -1.805
H -0.353 -2.047 -1.324
H -0.769 -0.760 -2.411
H 3.047 0.009 1.647
H 1.318 -0.713 1.645
H 2.745 0.217 -0.930
H 1.106 -0.367 -0.749
H 2.115 2.276 0.454
*
```

Results
Energy above the lowest of the compared OMol25 structures with the same formula, charge and spin in kJ/mol: 92.8
HOMO in eV: -13.420
Kohn-Sham gap in eV: 10.1328

Mulliken population analysis, charges in e, atoms 1 to 5: number 1, C, carries 0.058; number 2, C, carries -0.741; number 3, C, carries -0.629; number 4, C, carries -0.871; number 5, C, carries -1.579

=====

ORCA calculation (the ωB97M-V functional and the def2-TZVPD basis) on a molecular structure, C10H21AuCl2OP at a distorted geometry.

ORCA input file:
```
! RIJCOSX wB97M-V def2-TZVPD def2/J DEFGRID3
* xyz -1 3
Au -0.548 -0.215 -0.788
Cl -2.180 -0.136 -2.525
Cl 0.899 -0.731 2.423
C -1.506 -1.603 0.335
H -1.569 -1.332 1.412
H -2.472 -1.973 -0.048
C 0.889 -1.576 -0.086
C -0.262 -2.529 -0.081
H 1.220 -1.371 1.029
C -0.614 -3.247 -1.420
H -0.166 -3.332 0.676
C 0.686 -3.525 -2.204
H -1.108 -4.219 -1.205
H -1.343 -2.684 -2.060
C 1.632 -2.336 -2.250
H 1.126 -4.361 -1.648
H 0.446 -3.843 -3.220
C 2.142 -1.927 -0.871
H 2.472 -2.560 -2.924
H 1.097 -1.441 -2.611
H 2.659 -2.776 -0.429
H 2.926 -1.172 -0.898
C -0.055 4.513 0.538
P -0.808 2.883 0.479
C -1.188 2.529 2.212
C -2.363 2.953 -0.414
O 0.190 1.956 -0.195
H 0.834 4.446 1.176
H -0.725 5.277 0.935
H 0.253 4.778 -0.476
H -1.713 3.408 2.616
H -1.827 1.643 2.307
H -0.261 2.360 2.776
H -2.145 2.913 -1.487
H -2.972 2.074 -0.169
H -2.906 3.873 -0.164
*
```

Results
Energy above the lowest of the compared OMol25 structures with the same formula, charge and spin in kJ/mol: 88.5
HOMO (spin up / spin down) in eV: -2.260 / -3.426
Kohn-Sham gap (spin up / spin down) in eV: 5.0732 / 5.4861
<S²>: 2.01

Mulliken population analysis, charges in e, atoms 1 to 5: number 1, Au, carries 0.377; number 2, Cl, carries -0.659; number 3, Cl, carries -0.560; number 4, C, carries -1.065; number 5, H, carries 0.441

=====

Number 1: DFT total energy -1803.3705 Eh. Number 2: DFT total energy -707.5883 Eh. Number 3: DFT total energy -1009.5116 Eh. Number 4: DFT total energy -1022.5722 Eh. Number 5: DFT total energy -2643.4785 Eh. Number 6: DFT total energy -920.7054 Eh. Number 7: DFT total energy -809.2529 Eh. Number 8: DFT total energy -1866.2514 Eh.